An isolated ion of composition C4H9BN3O2 and charge +1, computed with the ωB97M-V functional and the def2-TZVPD basis.

## Properties
2S+1: 3
Total charge: +1

Each line ends with the Löwdin spin population.
Element x y z (Å)
O  -3.611  0.204  0.035  0.01
O  -2.289  -1.716  0.652  0.02
N  0.152  0.326  -0.308  0.26
N  2.439  0.720  0.818  0.29
N  -1.674  1.862  -0.107  0.27
C  0.640  -0.836  -0.629  0.20
C  2.844  -0.321  0.099  0.20
C  1.941  -1.128  -0.544  0.36
C  -1.305  0.601  -0.118  0.28
B  -2.435  -0.424  0.193  0.06
H  -3.187  -2.028  0.986  0.00
H  -1.130  2.666  -0.183  0.01
H  -4.480  -0.050  0.352  0.00
H  -2.677  2.021  0.202  0.01
H  3.956  -0.582  0.009  0.01
H  2.252  -2.037  -0.914  0.02
H  0.139  -1.496  -1.246  0.01
H  3.022  1.469  1.217  0.01
H  1.377  1.006  0.663  0.01

Force components x, y, z for each atom (eV/Å):
-1.3 0.9 0.0
-1.5 0.4 0.4
-3.8 1.7 1.6
-1.4 1.6 -0.3
-3.2 0.4 1.0
-3.8 1.4 -1.1
3.3 0.6 0.9
2.7 0.7 1.1
4.4 -2.3 -1.0
0.1 -1.2 0.3
1.9 0.2 -0.7
1.4 1.1 -0.3
0.2 -0.5 0.0
1.8 -0.2 -0.8
-1.7 0.6 0.5
0.9 -1.7 -0.9
-2.0 -1.6 -0.6
0.1 -1.1 -0.4
2.0 -1.0 0.2


One molecule with the formula C4H5NO, computed with the ωB97M-V functional and the def2-TZVPD basis.

Each line ends with the natural charge from an NBO analysis.
Element x y z (Å)
O  0.382  -0.606  -2.467  -0.67
N  1.103  0.285  -0.403  -0.50
C  0.721  0.383  0.831  0.17
C  -0.961  -0.652  -0.415  -0.49
C  0.091  -0.426  -1.295  0.56
C  -0.679  -0.049  0.889  -0.46
H  1.929  0.707  -0.809  0.42
H  -1.095  -0.444  1.817  0.25
H  1.269  0.870  1.627  0.22
H  -0.878  1.072  0.918  0.26
H  -1.883  -1.141  -0.692  0.23

Force components x, y, z for each atom (eV/Å):
0.0 0.0 0.2
0.1 -0.1 0.2
0.2 -0.1 -0.3
0.0 0.1 -0.2
-0.1 0.0 0.0
0.1 0.2 0.2
0.0 -0.2 0.1
0.2 0.0 -0.1
0.1 0.0 -0.2
-0.7 -0.1 0.0
0.1 0.1 0.1


| no. | F_max (eV/A) | E (Ha) |
| --- | --- | --- |
| 1 | 5.091 | -497.154159 |
| 2 | 0.757 | -285.348187 |